[1]
Formula: C31H51N9O7S3
Source: the OMol25 dataset
Level of theory: ωB97M-V/def2-TZVPD

Geometry (Å):
O1 2.14 -5.05 0.85
C1 2.43 -3.88 1.47
O2 1.38 -3.36 2.37
S1 4.12 -3.08 1.17
O3 4.84 -3.01 2.54
O4 4.91 -4.11 0.26
N1 4.07 -1.59 0.28
S2 4.71 -0.24 1.18
O5 4.78 0.97 0.17
O6 6.21 -0.45 1.65
C2 3.59 0.35 2.59
C3 1.97 0.08 2.28
C4 1.22 1.35 1.57
C5 0.60 1.00 0.07
S3 -1.26 1.27 0.07
C6 -1.95 -0.30 0.90
N2 -1.94 -1.71 0.35
N3 -2.59 -2.47 1.33
C7 -3.01 -1.55 2.48
O7 -2.58 -0.15 2.23
H1 3.91 -0.02 3.65
H2 3.69 1.54 2.60
H3 1.92 -0.91 1.65
H4 1.47 -0.08 3.34
H5 1.91 2.30 1.44
H6 0.30 1.62 2.25
H7 1.11 1.70 -0.75
H8 0.77 -0.14 -0.18
H9 -3.58 -2.00 3.40
C8 2.67 5.25 -1.39
C9 1.55 6.26 -1.53
C10 0.37 5.99 -0.59
C11 -0.33 4.74 -0.92
N4 -0.88 3.75 -1.18
H10 2.35 4.24 -1.68
H11 3.51 5.52 -2.04
H12 3.05 5.21 -0.36
H13 1.20 6.28 -2.57
H14 1.95 7.26 -1.30
H15 -0.33 6.82 -0.66
H16 0.72 5.96 0.45
C12 -6.62 1.72 0.23
C13 -6.18 0.32 -0.18
C14 -6.76 -0.78 0.71
C15 -6.23 -0.71 2.08
N5 -5.83 -0.65 3.17
H17 -6.25 1.98 1.23
H18 -6.23 2.46 -0.48
H19 -7.71 1.80 0.24
H20 -5.09 0.27 -0.19
H21 -6.52 0.14 -1.21
H22 -6.50 -1.75 0.28
H23 -7.85 -0.72 0.73
C16 2.90 10.54 -2.20
C17 1.78 11.56 -2.33
C18 0.60 11.28 -1.39
C19 -0.10 10.03 -1.73
N6 -0.65 9.05 -1.98
H24 2.58 9.54 -2.48
H25 3.74 10.81 -2.85
H26 3.28 10.50 -1.17
H27 1.43 11.58 -3.38
H28 2.18 12.55 -2.11
H29 -0.10 12.12 -1.46
H30 0.95 11.25 -0.36
C20 -2.32 -5.03 -4.40
C21 -1.66 -3.70 -4.06
C22 -2.24 -3.05 -2.81
C23 -3.64 -2.63 -2.99
N7 -4.74 -2.31 -3.13
H31 -3.38 -4.90 -4.65
H32 -1.84 -5.48 -5.28
H33 -2.25 -5.74 -3.57
H34 -1.75 -3.03 -4.92
H35 -0.59 -3.88 -3.90
H36 -1.64 -2.17 -2.56
H37 -2.16 -3.74 -1.96
C24 3.98 -7.79 -3.74
C25 4.64 -6.46 -3.40
C26 4.06 -5.80 -2.14
C27 2.66 -5.39 -2.32
N8 1.56 -5.06 -2.46
H38 2.92 -7.66 -3.98
H39 4.46 -8.24 -4.61
H40 4.05 -8.49 -2.90
H41 4.55 -5.78 -4.25
H42 5.71 -6.64 -3.24
H43 4.66 -4.92 -1.89
H44 4.14 -6.49 -1.29
C28 -0.87 -5.47 4.89
C29 -1.36 -5.00 6.25
C30 -2.72 -4.30 6.19
C31 -2.67 -3.04 5.45
N9 -2.63 -2.04 4.85
H45 -0.70 -4.64 4.21
H46 0.08 -6.01 5.00
H47 -1.59 -6.15 4.43
H48 -0.61 -4.33 6.69
H49 -1.44 -5.87 6.91
H50 -3.06 -4.10 7.21
H51 -3.46 -4.97 5.74

Total energy ... -93211.99878 eV
Total charge ... -2
Spin multiplicity ... 1
HOMO energy ... -2.312 eV

=====

[2]
Formula: C3H11N3
Source: the OMol25 dataset
Level of theory: ωB97M-V/def2-TZVPD

Geometry (Å):
C1 -0.65 -1.75 -0.36
C2 -0.08 0.25 -1.88
C3 -0.48 1.14 1.61
N1 1.57 0.75 0.32
N2 -0.61 0.24 -0.56
N3 0.11 0.92 0.30
H1 -1.76 -1.84 -0.71
H2 0.04 -2.17 -0.99
H3 -0.53 -1.94 0.66
H4 -0.34 1.23 -2.27
H5 0.99 0.03 -2.01
H6 -0.51 -0.56 -2.35
H7 0.11 1.89 2.14
H8 -1.46 1.25 1.56
H9 -0.37 0.18 2.32
H10 1.77 0.70 1.34
H11 1.75 1.70 0.14

Total energy ... -7754.63306 eV
ΔE to the lowest compared entry with this formula, charge and spin ... 525.9 kJ/mol
Total charge ... 0
Spin multiplicity ... 1
HOMO energy ... -7.395 eV

=====

[3]
Formula: C7H14O
Source: the OMol25 dataset
Level of theory: ωB97M-V/def2-TZVPD

Geometry (Å):
C1 0.65 -1.63 1.33
C2 -0.52 -0.69 0.95
C3 0.04 0.78 0.55
C4 -1.21 1.59 0.30
C5 1.04 0.77 -0.54
C6 0.87 0.06 -1.63
C7 -0.23 -0.61 -2.28
H1 0.35 -2.56 1.58
H2 1.40 -1.79 0.47
H3 1.14 -1.09 2.19
H4 -1.16 -0.57 1.87
H5 -1.20 -1.03 0.13
H6 -0.99 2.61 -0.03
H7 -1.82 0.97 -0.37
H8 -1.84 1.78 1.21
H9 0.36 1.09 2.59
H10 1.96 1.44 -0.33
H11 1.80 0.05 -2.25
H12 -1.05 -0.76 -1.60
H13 0.18 -1.61 -2.62
H14 -0.59 -0.05 -3.19
O1 0.81 1.24 1.66

Total energy ... -9531.78328 eV
ΔE to the lowest compared entry with this formula, charge and spin ... 191.4 kJ/mol
SMILES ... C/C=C\[C@](C)(O)CC
Total charge ... 0
Spin multiplicity ... 1
HOMO energy ... -9.111 eV

=====

[4]
Formula: C18H19FN4O2
Source: the OMol25 dataset
Level of theory: ωB97M-V/def2-TZVPD

Geometry (Å):
O1 -3.70 -2.06 1.11
C1 -2.97 -1.98 -0.01
N1 -3.15 -0.91 -0.96
H1 -2.54 -0.94 -1.68
C2 -4.03 0.02 -0.78
C3 -3.15 1.23 -0.26
C4 -3.02 2.28 -0.99
C5 -2.00 3.38 -0.96
C6 -1.26 3.20 0.20
N2 -1.31 2.08 1.09
C7 -2.33 1.43 0.82
H2 -2.47 0.50 1.39
H3 -0.42 3.70 0.47
H4 -1.80 4.31 -1.43
H5 -3.55 2.50 -2.16
H6 -4.76 -0.06 0.37
H7 -4.65 0.30 -1.43
C8 -1.99 -2.95 -0.28
N3 -0.62 -2.13 -0.04
C9 -0.30 -1.08 -0.54
O2 -0.68 -0.78 -1.86
N4 0.52 -0.41 0.28
C10 1.38 0.77 -0.22
C11 2.81 0.50 -0.01
C12 3.68 1.52 0.26
C13 5.13 1.18 0.58
C14 5.65 -0.14 0.01
C15 4.89 -0.71 -0.70
C16 3.41 -0.69 -0.65
F1 2.78 -1.60 -1.35
H8 5.29 -1.63 -1.19
H9 6.67 -0.13 -0.04
H10 5.68 1.91 1.15
H11 3.20 2.08 0.94
H12 1.06 0.78 -1.32
H13 1.13 1.72 0.37
C17 0.78 -1.09 1.26
H14 0.56 -0.32 2.47
C18 -0.33 -2.16 1.42
H15 -0.02 -3.05 1.79
H16 -1.08 -2.05 2.22
H17 1.62 -1.43 1.83
H18 -2.13 -3.88 0.22
H19 -1.97 -3.24 -1.41

Total energy ... -31732.19133 eV
ΔE to the lowest compared entry with this formula, charge and spin ... 257.6 kJ/mol
Total charge ... 0
Spin multiplicity ... 1
HOMO energy ... -8.439 eV

=====

[5]
Formula: C19H32N3O2
Source: the OMol25 dataset
Level of theory: ωB97M-V/def2-TZVPD

Geometry (Å):
C1 7.20 -1.80 -1.60
C2 7.03 -0.30 -1.84
C3 6.12 0.37 -0.79
C4 4.96 1.19 -1.38
C5 3.77 1.20 -0.43
C6 2.60 2.09 -0.91
C7 1.22 1.46 -0.61
C8 0.13 2.50 -0.28
C9 -1.07 2.39 -1.23
C10 -2.06 1.33 -0.74
C11 -3.06 0.84 -1.74
C12 -3.22 1.50 -2.99
N1 -4.06 1.17 -3.94
N2 -4.84 0.14 -3.68
C13 -4.80 -0.55 -2.55
C14 -3.91 -0.26 -1.52
C15 -3.94 -1.14 -0.29
O1 -2.69 -1.36 0.29
O2 -2.61 -0.82 1.60
H1 7.67 -2.29 -2.45
H2 6.22 -2.26 -1.45
H3 7.79 -1.99 -0.72
H4 8.01 0.17 -1.82
H5 6.61 -0.14 -2.84
H6 5.68 -0.41 -0.17
H7 6.70 1.01 -0.13
H8 5.30 2.20 -1.58
H9 4.67 0.71 -2.32
H10 3.42 0.17 -0.32
H11 4.13 1.57 0.53
H12 2.71 2.30 -1.97
H13 2.65 3.02 -0.35
H14 1.36 0.81 0.26
H15 0.94 0.85 -1.46
H16 0.54 3.51 -0.35
H17 -0.23 2.30 0.73
H18 -0.71 2.09 -2.22
H19 -1.59 3.35 -1.36
H20 -1.46 0.47 -0.44
H21 -2.57 1.67 0.16
H22 -2.61 2.36 -3.20
H23 -5.49 -0.12 -4.41
H24 -5.50 -1.37 -2.46
H25 -4.67 -0.79 0.44
H26 -4.31 -2.12 -0.62
H27 -2.83 0.13 1.53
N3 -3.96 -1.58 5.26
C16 -3.51 -2.44 4.29
C17 -3.62 -3.71 4.79
C18 -4.15 -3.62 6.10
C19 -4.36 -2.29 6.36
H28 -4.00 -0.58 5.18
H29 -3.15 -2.08 3.34
H30 -3.34 -4.62 4.28
H31 -4.37 -4.43 6.78
H32 -4.75 -1.79 7.23

Total energy ... -28776.53224 eV
Total charge ... +1
Spin multiplicity ... 1
HOMO energy ... -9.906 eV

=====

[6]
Formula: C3H4KO3
Source: the OMol25 dataset
Level of theory: ωB97M-V/def2-TZVPD

Geometry (Å):
H1 1.07 -1.06 -1.50
C1 0.31 -0.25 -1.54
C2 0.11 0.32 -0.16
O1 0.39 1.75 -0.10
C3 0.25 2.41 1.09
O2 -0.11 1.76 2.10
O3 0.51 3.63 1.03
K1 1.13 1.31 -3.70
H2 -0.63 -0.69 -1.90
H3 0.78 -0.16 0.58
H4 -0.92 0.18 0.19

Total energy ... -25642.50501 eV
ΔE to the lowest compared entry with this formula, charge and spin ... 53.4 kJ/mol
Total charge ... -1
Spin multiplicity ... 1
HOMO energy ... -2.820 eV

=====

[7]
Formula: C7H9N4O3S
Source: the OMol25 dataset
Level of theory: ωB97M-V/def2-TZVPD

Geometry (Å):
C1 -2.61 -0.53 0.81
C2 -3.72 -0.13 0.14
C3 -1.61 -0.57 -0.14
C4 -3.31 0.07 -1.21
C5 -0.16 -0.68 -0.10
C6 2.33 1.47 0.00
C7 4.62 0.41 0.30
N1 0.47 -0.89 1.02
N2 1.84 -0.86 1.12
N3 -4.02 0.76 -2.24
N4 3.45 1.12 -0.11
O1 -5.22 0.80 -2.10
O2 -3.33 1.23 -3.08
O3 -2.03 -0.18 -1.31
S1 0.84 2.04 0.12
H1 -2.57 -0.65 1.95
H2 -4.70 0.00 0.48
H3 0.25 -0.63 -1.06
H4 5.18 -0.10 -0.58
H5 4.19 -0.45 0.92
H6 5.32 0.90 0.92
H7 2.42 -0.94 0.33
H8 0.08 -0.91 1.89
H9 2.30 -1.26 1.92

Total energy ... -30329.53071 eV
ΔE to the lowest compared entry with this formula, charge and spin ... 111.7 kJ/mol
Total charge ... +1
Spin multiplicity ... 1
HOMO energy ... -12.786 eV

=====

[8]
Formula: C25H32NO2Si
Source: the OMol25 dataset
Level of theory: ωB97M-V/def2-TZVPD

Geometry (Å):
C1 -2.98 3.61 2.19
Si1 -1.42 4.37 1.53
C2 -1.46 4.80 -0.28
C3 -0.89 5.85 2.53
O1 -0.31 3.12 1.82
C4 0.63 2.60 1.03
C5 0.62 1.33 0.51
C6 1.76 1.15 -0.41
C7 2.39 2.56 -0.55
C8 1.84 3.40 0.60
H1 -3.85 4.24 1.98
H2 -3.14 2.62 1.76
H3 -2.89 3.50 3.28
H4 -2.31 5.47 -0.46
H5 -0.55 5.33 -0.60
H6 -1.59 3.91 -0.91
H7 -1.59 6.68 2.35
H8 -0.90 5.61 3.60
H9 0.12 6.18 2.26
H10 -0.12 0.58 0.74
H11 2.51 0.44 -0.02
H12 1.45 0.74 -1.38
H13 3.48 2.53 -0.56
H14 2.06 2.99 -1.51
H15 1.62 4.44 0.32
H16 2.57 3.43 1.43
C9 -5.17 -2.15 2.35
O2 -5.05 -1.90 0.93
C10 -3.80 -1.77 0.42
C11 -2.62 -1.88 1.20
C12 -1.39 -1.78 0.58
C13 -1.27 -1.49 -0.81
C14 0.00 -1.40 -1.46
C15 1.01 -2.35 -1.29
C16 2.33 -2.36 -1.93
C17 2.92 -1.59 -2.92
C18 4.21 -1.94 -3.36
C19 4.90 -3.04 -2.82
C20 4.31 -3.83 -1.83
C21 3.04 -3.47 -1.41
N1 2.19 -4.14 -0.52
C22 2.51 -5.35 0.20
C23 0.99 -3.50 -0.45
C24 -2.47 -1.32 -1.55
C25 -3.70 -1.49 -0.97
H17 -6.24 -2.23 2.52
H18 -4.66 -3.08 2.63
H19 -4.75 -1.31 2.93
H20 -2.69 -2.06 2.27
H21 -0.48 -1.92 1.16
H22 0.13 -0.66 -2.24
H23 2.37 -0.75 -3.34
H24 4.69 -1.35 -4.14
H25 5.90 -3.28 -3.18
H26 4.81 -4.70 -1.39
H27 3.53 -5.65 -0.05
H28 2.45 -5.19 1.29
H29 1.81 -6.16 -0.06
H30 0.16 -3.87 0.14
H31 -2.39 -1.09 -2.61
H32 -4.62 -1.43 -1.55

Total energy ... -39901.84937 eV
ΔE to the lowest compared entry with this formula, charge and spin ... 0.0 kJ/mol
Total charge ... +1
Spin multiplicity ... 1
HOMO energy ... -10.287 eV

=====

[9]
Formula: C3H8NO2S
Source: the OMol25 dataset
Level of theory: ωB97M-V/def2-TZVPD

Geometry (Å):
O1 -0.87 3.10 -0.80
C1 -0.94 2.86 0.46
N1 -0.65 1.67 1.07
C2 -0.16 0.70 0.15
C3 0.47 -0.59 0.80
S1 1.72 -1.45 -0.28
H1 -1.31 3.65 1.07
H2 1.28 1.54 -1.04
H3 0.62 1.16 -0.55
H4 -0.92 0.31 -0.58
H5 -0.26 -1.34 1.06
H6 0.85 -0.16 1.76
H7 0.26 -3.10 -0.74
H8 0.25 -4.51 -1.38
O2 -0.34 -3.85 -0.99

Total energy ... -19656.60839 eV
ΔE to the lowest compared entry with this formula, charge and spin ... 295.8 kJ/mol
⟨S²⟩ ... 0.7556
Total charge ... -2
Spin multiplicity ... 2
HOMO energy (alpha / beta) ... 1.310 / 0.366 eV

=====

[10]
Formula: C23H61NO9PS
Source: the OMol25 dataset
Level of theory: ωB97M-V/def2-TZVPD

Geometry (Å):
O1 -0.91 -2.25 0.63
P1 -0.56 -1.03 -0.08
O2 0.81 -1.06 -0.86
O3 -0.53 0.26 0.86
C1 -1.78 -0.81 -1.43
C2 -2.25 0.58 -1.86
C3 -2.92 1.34 -0.71
C4 -3.66 0.39 0.25
C5 -4.13 -0.90 -0.40
S1 -4.93 -1.97 0.83
N1 -3.01 -1.63 -1.13
H1 1.36 -0.27 -0.93
H2 -0.16 1.08 0.50
H3 -1.29 -1.30 -2.28
H4 -2.98 0.41 -2.65
H5 -1.44 1.13 -2.32
H6 -2.19 1.89 -0.12
H7 -3.61 2.08 -1.13
H8 -4.57 0.88 0.62
H9 -3.06 0.15 1.14
H10 -4.88 -0.67 -1.16
H11 -4.51 -3.16 0.35
H12 -3.38 -1.92 -2.04
H13 -2.74 -2.48 -0.62
C6 1.59 3.11 3.35
C7 0.13 3.49 3.31
C8 -0.55 3.33 4.66
O4 -0.53 2.71 2.30
H14 1.71 2.07 3.67
H15 2.03 3.21 2.36
H16 2.17 3.74 4.04
H17 0.01 4.52 2.96
H18 -0.49 2.30 5.00
H19 -1.60 3.61 4.60
H20 -0.07 3.96 5.41
H21 -0.47 1.78 2.57
C9 3.21 5.78 0.78
C10 2.97 4.95 -0.47
C11 1.88 5.52 -1.36
O5 2.65 3.60 -0.11
H22 2.26 5.77 1.33
H23 3.98 5.32 1.39
H24 3.48 6.81 0.57
H25 3.90 4.87 -1.05
H26 0.94 5.56 -0.81
H27 1.74 4.90 -2.24
H28 2.13 6.54 -1.68
H29 1.83 3.64 0.41
C12 -3.88 -4.66 -3.67
C13 -4.27 -3.29 -4.19
C14 -4.52 -3.27 -5.68
O6 -3.25 -2.32 -3.84
H30 -2.96 -5.00 -4.15
H31 -3.71 -4.65 -2.59
H32 -4.66 -5.39 -3.89
H33 -5.17 -2.94 -3.66
H34 -3.61 -3.57 -6.22
H35 -4.80 -2.28 -6.01
H36 -5.31 -3.97 -5.95
H37 -2.44 -2.57 -4.30
C15 -1.64 -5.38 0.81
C16 -3.04 -5.60 1.34
C17 -3.27 -7.01 1.84
O7 -4.01 -5.26 0.33
H38 -1.44 -6.06 -0.03
H39 -1.54 -4.36 0.47
H40 -0.89 -5.57 1.58
H41 -3.24 -4.89 2.15
H42 -3.13 -7.73 1.03
H43 -4.29 -7.13 2.22
H44 -2.58 -7.26 2.64
H45 -3.89 -5.88 -0.41
C18 2.13 0.60 -2.47
C19 3.35 0.99 -3.29
C20 4.56 0.16 -2.92
O8 3.61 2.38 -3.13
H46 2.35 0.79 -1.41
H47 1.27 1.21 -2.75
H48 1.88 -0.46 -2.61
H49 3.13 0.87 -4.35
H50 4.82 0.31 -1.87
H51 5.42 0.45 -3.52
H52 4.38 -0.91 -3.08
H53 3.79 2.53 -2.19
C21 5.37 0.52 5.02
C22 5.00 1.70 4.14
C23 4.95 1.33 2.67
O9 5.90 2.79 4.35
H54 6.36 0.15 4.76
H55 5.39 0.82 6.07
H56 4.66 -0.30 4.90
H57 4.03 2.09 4.45
H58 5.94 0.97 2.34
H59 4.68 2.19 2.06
H60 4.23 0.53 2.48
H61 6.78 2.51 4.10

Total energy ... -64879.09626 eV
ΔE to the lowest compared entry with this formula, charge and spin ... 0.0 kJ/mol
Total charge ... +1
Spin multiplicity ... 1
HOMO energy ... -11.826 eV